# C18H23N3O5P2S2

C18H23N3O5P2S2 in the gas phase (ωB97M-V/def2-TZVPD, the Open Molecules 2025 dataset).

Values from the calculation:
E	-2718.91671	Ha
orbital gap	7.334	eV
LUMO level	-0.921	eV
charge	0
SMILES	N=P(O)(O)C(=O)O[C@H](CCCSC(=S)N(c1ccccc1)c1ccccc1)P(N)O

Last column: Mulliken charge in e.
Positions of all 53 atoms, in Å:
S1 2.01342 0.35926 -0.14715  -0.04
S2 1.00834 2.78745 -1.68540  -0.16
P1 -2.33212 -0.18533 6.67801  0.88
P2 -4.11212 1.62066 1.74245  -0.04
O1 -1.95582 -1.43037 4.30711  -0.51
O2 -3.08131 0.65435 4.04390  -0.17
O3 -2.84027 1.34262 7.22095  -0.53
O4 -3.22328 -1.39037 7.49102  -0.55
O5 -5.37313 0.45482 1.45499  -0.47
N1 1.47944 0.51669 -3.05998  0.14
N2 -3.57196 2.12665 0.13300  -0.51
N3 -0.78174 -0.42191 7.02962  -0.77
C1 2.85211 0.46698 -3.62643  -0.11
C2 5.80104 0.20150 -4.80332  -0.38
C3 0.55145 -3.32497 -4.06630  -0.48
C4 -2.68767 0.68338 2.64978  -0.02
C5 -0.56446 1.06080 1.03417  0.23
C6 1.01675 0.97439 1.28853  -0.76
C7 3.30055 1.31630 -4.85692  -0.43
C8 1.48864 1.16099 -1.72061  -0.01
C9 -0.96626 -2.62209 -2.01539  -0.36
C10 -2.43868 -0.37794 4.76913  0.50
C11 4.75852 1.16465 -5.41716  -0.38
C12 0.82503 -0.80379 -3.05702  0.62
C13 -0.53883 -3.72523 -3.01369  -0.50
C14 5.38588 -0.61997 -3.54430  -0.59
C15 -0.30422 -1.22840 -2.05030  -0.29
C16 3.94747 -0.46606 -3.00474  0.15
C17 1.22506 -1.90977 -4.10379  -0.29
C18 -1.32191 1.53970 2.40191  -0.91
H1 -0.41357 0.41863 7.51842  0.22
H2 3.64046 -1.07379 -2.08977  0.23
H3 6.86040 0.05080 -5.21314  0.32
H4 -0.98840 -4.78313 -3.00283  0.31
H5 -0.62927 -0.43037 -1.30655  0.26
H6 -2.60776 -2.06248 7.87742  0.37
H7 -3.27182 1.87238 6.51263  0.35
H8 5.08713 1.75985 -6.34136  0.30
H9 2.00871 -1.74011 -4.92431  0.29
H10 -5.01803 -0.28334 0.89120  0.32
H11 -1.75176 -2.83856 -1.22024  0.31
H12 -4.27352 1.87237 -0.58051  0.24
H13 -1.04063 0.04290 0.77823  0.03
H14 -1.62114 2.64711 2.34995  0.32
H15 -0.80054 1.87013 0.26156  0.13
H16 0.84082 -4.12980 -4.82260  0.30
H17 2.58160 2.05435 -5.36391  0.34
H18 6.07472 -1.36439 -3.00786  0.31
H19 -2.63531 -0.33874 2.13963  0.41
H20 -0.65048 1.30107 3.30005  0.40
H21 1.36404 1.97205 1.72585  0.33
H22 -3.42795 3.15518 0.14314  0.27
H23 1.16344 0.19600 2.13407  0.38

Cartesian forces, eV/Å:
-0.3437 -0.2751 -0.9759
0.7439 -2.5460 -0.0343
2.5225 -0.1943 2.9574
-1.7878 0.6291 0.7283
-1.6341 4.1618 1.3496
1.8481 -1.7619 0.5934
-0.3393 -2.2161 -1.8186
0.8093 1.7296 -1.7436
2.8582 0.3090 -0.8061
1.0332 -2.0740 1.6308
-0.2728 -0.5114 0.6575
-2.1305 1.2361 -0.3787
4.7651 0.0369 -2.0994
-3.5253 0.0143 1.9648
-1.3121 2.1029 2.5088
0.6472 0.0485 -2.8778
-0.5894 0.6191 0.8851
-1.6012 0.3710 1.0801
1.9565 -2.2254 1.6113
-1.0633 2.9984 0.3051
2.7026 0.5294 -2.5068
-0.4599 -2.7274 -1.3106
-0.4815 -1.9065 2.3135
-1.7212 -4.7805 -0.5671
1.8446 3.9199 -0.2825
-2.9462 2.2811 -1.5998
1.0528 -1.2813 -1.9070
0.6184 1.4169 -2.0450
-2.3789 -1.1643 2.0898
-0.3843 -1.0971 0.0247
-0.2485 -0.8136 -0.4595
0.4884 0.8537 -1.4314
-1.9094 0.4904 0.5177
0.8014 1.9801 0.0001
0.3803 -1.3632 -1.1315
-0.2412 1.0315 -0.6012
0.2315 -0.4979 0.5108
-0.7684 -0.9277 1.6320
-1.3377 -0.1062 1.5639
-0.5950 0.7205 0.7074
1.2293 0.4117 -1.2481
0.6275 0.2399 0.4859
1.0829 1.5859 0.0173
0.7363 -1.5065 0.2990
0.3603 -1.5918 0.8048
-0.2710 1.4920 1.1267
1.2111 -1.3581 0.9480
-1.0900 1.4000 -1.0539
0.2906 1.0210 1.3661
-0.9091 0.6846 -1.1288
-0.2549 -1.2806 -0.9811
-0.3652 -1.1079 -0.0578
0.1200 0.9995 -1.6335

# C18H23N3O5S2

C18H23N3O5S2 in the gas phase (ωB97M-V/def2-TZVPD, the Open Molecules 2025 dataset).

Values from the calculation:
E	-2036.57195	Ha
orbital gap	8.952	eV
LUMO level	0.327	eV
charge	0
energy above the lowest of the compared OMol25 structures with the same formula, charge and spin	153.7	kJ/mol
SMILES	COCCn1c(SCC(=O)N(C)[C@H]2CCS(=O)(=O)C2)nc2ccccc2c1=O

Last column: Mulliken charge in e.
Positions of all 51 atoms, in Å:
S1 5.19470 -0.29735 -0.48081  1.12
S2 -1.67632 -1.94059 1.59749  -0.21
O1 -4.79504 -2.34462 -1.31991  -0.40
O2 0.12576 -1.87083 -0.58915  -0.69
O3 -3.85596 1.91072 -0.59198  -0.68
O4 5.77732 -0.58178 0.80627  -0.67
O5 6.09491 0.00513 -1.55496  -0.69
N1 -0.59107 0.40233 1.25630  -0.26
N2 2.06675 -1.44505 0.47524  0.33
N3 -2.80067 0.20710 0.47676  0.14
C1 2.67210 -1.10291 -0.80425  -0.32
C2 -6.05626 -1.80441 -1.63794  -0.69
C3 0.61039 2.45562 1.04848  -0.24
C4 -3.79022 -1.39408 -1.09924  -0.03
C5 2.80529 -1.31166 1.71255  -1.16
C6 -0.41126 4.34171 -0.04568  -0.72
C7 -2.85504 1.51331 -0.03318  0.63
C8 0.75791 -1.79032 0.44619  0.42
C9 -1.67035 -0.27149 1.05879  0.50
C10 3.92553 1.00890 -0.31964  -0.65
C11 -1.64338 2.29297 0.18139  0.19
C12 -3.94873 -0.64219 0.23812  -1.47
C13 0.11658 -2.11154 1.78979  -0.59
C14 2.73601 0.42201 -1.04463  -0.56
C15 0.67168 3.75865 0.61163  -0.46
C16 -0.54819 1.69998 0.83180  -0.02
C17 4.07087 -1.65897 -0.97896  -0.93
C18 -1.56160 3.61599 -0.25654  -0.57
H1 -2.85003 -1.95289 -1.09179  0.13
H2 -4.82283 0.01264 0.19885  0.54
H3 4.31076 1.90933 -0.78436  0.57
H4 4.27709 -2.53133 -0.36860  0.37
H5 1.79762 0.87807 -0.72604  0.06
H6 0.43720 -1.44280 2.58331  0.40
H7 1.43632 2.00032 1.57265  0.46
H8 -6.67131 -2.64091 -1.96450  0.26
H9 -5.97884 -1.07005 -2.44766  0.31
H10 0.29756 -3.15117 2.06359  0.47
H11 3.75492 1.17146 0.73884  0.24
H12 -4.05609 -1.35709 1.05708  0.37
H13 2.43390 -0.46785 2.30040  0.22
H14 1.98885 -1.53249 -1.54756  0.50
H15 2.84927 0.58763 -2.11699  0.44
H16 -6.52994 -1.32896 -0.77257  0.27
H17 2.71126 -2.21958 2.31052  0.37
H18 1.56731 4.33806 0.78156  0.45
H19 3.86139 -1.15368 1.51067  0.56
H20 -3.76299 -0.65673 -1.91565  0.39
H21 -2.41943 4.04306 -0.75335  0.48
H22 4.29246 -1.86681 -2.02067  0.40
H23 -0.34616 5.36512 -0.38161  0.40

Cartesian forces, eV/Å:
0.2327 -0.0317 0.1311
-0.0441 -0.4579 0.2575
-0.0138 -0.1473 0.1196
-0.0886 -0.0828 -0.2611
-0.0426 0.0609 -0.0783
-0.0849 -0.0314 0.2470
-0.0903 0.1422 -0.4906
-0.0052 -0.2752 0.2098
0.2046 -0.0962 -0.2180
-0.0029 0.2432 -0.1365
-0.6205 0.0026 -0.3858
-0.0523 0.0076 -0.0106
-0.0769 0.1319 -0.0380
0.2470 0.1439 0.0752
-0.1049 -0.0225 0.3074
-0.1540 0.0841 -0.0929
-0.0795 0.0378 0.0274
0.1224 -0.0991 0.0151
0.6643 0.0514 0.3879
0.3628 -0.6014 -0.1528
0.4667 0.0606 0.1414
-0.5274 -0.4092 -0.3671
-0.6441 0.2417 -0.0689
-0.4385 -0.1257 -0.1585
0.0685 -0.1147 0.0598
-0.3967 0.4336 -0.3023
0.3033 0.6382 0.2478
-0.0320 -0.0230 0.0069
-0.0257 0.1625 0.0042
0.1347 -0.1636 0.1284
0.1535 0.0470 -0.0038
0.1170 -0.0310 0.0733
0.0481 0.0004 -0.0918
0.1137 -0.1300 -0.0571
0.0895 -0.0934 0.0671
-0.0677 0.0807 0.0001
-0.0138 -0.0050 0.0046
-0.0079 -0.0251 0.0417
0.0235 -0.0259 0.1417
-0.0635 0.1039 -0.0561
0.0648 0.0266 0.0623
0.3101 0.1166 0.1667
-0.0366 0.0348 -0.0395
-0.0225 0.0067 -0.0348
0.0746 0.0524 0.0583
0.0797 0.0535 0.0241
-0.1310 -0.0893 0.1328
0.0258 -0.0497 0.0768
-0.0603 0.0513 -0.0532
0.0314 0.0304 -0.0832
-0.0108 0.0843 -0.0346

# C18H23N3O6

C18H23N3O6 in the gas phase (ωB97M-V/def2-TZVPD, the Open Molecules 2025 dataset).

Values from the calculation:
E	-1315.38868	Ha
orbital gap	8.614	eV
LUMO level	0.389	eV
charge	0
energy above the lowest of the compared OMol25 structures with the same formula, charge and spin	241.5	kJ/mol
SMILES	CCOC(=O)Cn1nc(C)cc1NC(=O)c1cc(OC)c(OC)c(OC)c1

Last column: Mulliken charge in e.
Positions of all 50 atoms, in Å:
O1 2.14047 0.98300 -3.05412  -0.61
O2 -4.54206 -2.21026 -0.88707  -0.43
O3 -5.18448 -0.02696 0.18719  -0.47
O4 0.59228 -2.20820 -1.11534  -0.68
O5 2.14574 1.24258 -0.82611  -0.20
O6 -3.19383 1.79855 1.19445  -0.49
N1 4.58527 -1.17696 0.05315  -1.37
N2 1.10371 -0.96596 0.71629  -0.01
N3 3.30790 -1.04654 -0.31404  1.20
C1 -2.16513 -1.84610 -0.55191  -0.86
C2 -2.82671 0.59963 0.62958  0.69
C3 -1.16461 -1.01740 -0.05517  -0.12
C4 -3.84519 -0.24022 0.15221  0.81
C5 2.48409 -1.12675 0.75750  0.48
C6 4.59672 -1.33990 1.36410  0.55
C7 1.57431 2.54474 -0.96082  -0.12
C8 5.86371 -1.52763 2.11923  -1.14
C9 -4.27143 -3.43456 -1.52723  -0.92
C10 2.62114 3.58162 -1.33929  -1.36
C11 2.99971 -0.79677 -1.68913  -0.81
C12 -2.19124 2.68485 1.62125  -0.85
C13 -5.73372 1.20080 0.60678  -0.78
C14 -1.49919 0.19985 0.52323  -0.50
C15 2.39040 0.57069 -1.95435  0.72
C16 3.28624 -1.30957 1.86787  -1.08
C17 0.23990 -1.46048 -0.22157  0.34
C18 -3.49131 -1.47225 -0.44583  0.77
H1 -6.80825 1.08925 0.46215  0.29
H2 -5.24315 -3.83623 -1.80950  0.23
H3 -1.58800 2.25851 2.42998  0.34
H4 -1.53868 2.98825 0.79566  0.29
H5 2.28874 -1.54550 -2.06563  0.26
H6 3.43373 3.57501 -0.61678  0.32
H7 0.70440 -0.55915 1.54860  0.23
H8 -5.52710 1.40107 1.66004  0.25
H9 3.93367 -0.87937 -2.25032  0.43
H10 2.97087 -1.41552 2.88583  0.43
H11 -3.66166 -3.29352 -2.42497  0.37
H12 5.86829 -2.49635 2.61679  0.27
H13 -5.37088 2.03493 0.00253  0.30
H14 1.14481 2.76397 0.01967  0.22
H15 5.97179 -0.75506 2.87914  0.27
H16 -0.71752 0.86205 0.85776  0.11
H17 6.70296 -1.47568 1.43232  0.34
H18 0.78404 2.50682 -1.71812  0.36
H19 3.02151 3.35954 -2.32493  0.35
H20 -3.76974 -4.13817 -0.85525  0.36
H21 -1.86800 -2.77182 -1.01531  0.53
H22 2.16720 4.56834 -1.35740  0.41
H23 -2.72174 3.55883 1.99690  0.29

Cartesian forces, eV/Å:
0.0016 -0.0499 -0.0946
0.1169 0.3745 0.2109
0.4743 -0.2742 -0.0331
-0.1017 -0.0705 0.0539
0.1657 -0.0142 0.1953
-0.1618 -0.4850 -0.2294
0.9273 -0.0927 -0.0593
-0.0933 0.1336 0.2988
-0.5493 -0.1150 0.4076
0.0960 -0.0332 0.0101
-0.1897 0.0730 0.0641
-0.5268 0.1340 -0.0647
-0.1546 -0.0942 -0.0868
0.4202 -0.2724 0.1795
-0.2904 0.1487 -0.2075
-0.1299 0.4312 -0.2718
-0.0446 0.0000 -0.0650
0.0671 -0.2281 -0.1135
-0.1242 -0.3623 0.0576
-0.1650 -0.0030 -0.5493
0.1437 0.1471 0.0797
-0.3325 0.4327 0.1544
0.1203 -0.0841 -0.0105
0.0952 -0.1063 -0.0440
-0.2933 0.0342 -0.2920
0.1038 -0.1456 0.0788
-0.1063 0.1788 0.0741
0.0713 0.0295 0.0094
0.0938 -0.0099 0.0022
-0.0042 0.0100 -0.0491
-0.0089 -0.0307 0.0319
0.2745 0.2669 0.0649
0.0647 0.0524 0.0671
-0.0068 -0.0160 -0.1815
-0.0433 -0.0137 -0.1143
-0.1479 0.0786 0.1156
-0.1321 -0.0557 0.2089
-0.0139 -0.0025 0.0415
0.0764 -0.0383 0.0435
-0.0379 -0.0642 0.0464
0.0028 -0.0617 -0.1077
0.0745 0.0164 0.0469
0.0530 0.1092 0.0230
0.1017 -0.0052 0.0036
0.0496 0.0025 0.1698
0.0264 0.0407 -0.0548
-0.0083 0.0350 -0.0289
-0.0243 -0.1025 -0.0725
-0.0298 0.1310 0.0008
0.0999 -0.0290 -0.0100

# C18H23N5O3PtS2

A molecular structure, C18H23N5O3PtS2 (ωB97M-V/def2-TZVPD, the Open Molecules 2025 dataset).

Values from the calculation:
E	-2114.33472	Ha
multiplicity	3
orbital gap (alpha / beta)	6.938 / 5.667	eV
LUMO level (alpha / beta)	-6.329 / -7.634	eV
charge	+2
energy above the lowest of the compared OMol25 structures with the same formula, charge and spin	0.0	kJ/mol

Last column: Mulliken charge in e.
Positions of all 52 atoms, in Å:
Pt1 0.03008 0.01087 -0.10616  1.16
S1 0.59421 3.30924 -3.07195  -0.14
S2 3.25883 1.62511 2.57205  -0.15
O1 1.05615 -1.72971 -0.44979  -0.97
O2 -1.51534 -0.71037 -1.19829  -0.85
O3 -2.61697 -2.23751 -2.31058  -0.31
N1 -0.52486 -2.78095 -1.78161  0.29
N2 0.37288 1.63843 -1.15398  -0.52
N3 -1.10382 1.27765 -3.00301  -0.31
N4 1.54687 0.85838 0.82311  -0.17
N5 1.66741 -0.51492 2.75597  -0.35
C1 2.05257 0.52087 2.03430  0.69
C2 1.65008 3.44871 -1.73995  -0.14
C3 2.61395 -7.10908 0.00009  -1.82
C4 1.76630 -3.64630 -1.58614  0.67
C5 -0.97875 -3.94909 -2.59940  -0.48
C6 0.73823 -2.65111 -1.26861  0.13
C7 3.05741 2.58385 1.15865  -0.39
C8 -0.16197 1.93863 -2.37079  0.60
C9 -2.31500 -3.46900 -3.07211  -0.46
C10 3.95654 -5.46882 -1.29333  0.99
C11 1.46502 2.43432 -0.82575  -0.09
C12 4.20830 -4.12599 -1.91854  -0.95
C13 3.17838 -3.06220 -1.51511  -1.12
C14 -1.54677 -1.87709 -1.68820  0.76
C15 5.07015 -6.47001 -1.40545  -1.84
C16 1.65336 -4.81131 -0.59583  -0.70
C17 2.07792 2.04745 0.34666  0.10
C18 2.79775 -5.78404 -0.68148  0.62
H1 1.59348 -4.03121 -2.60469  0.27
H2 0.69847 -5.34614 -0.72286  0.22
H3 -0.26788 -4.11719 -3.41359  0.39
H4 5.85471 -6.07527 -2.06725  0.40
H5 -2.28050 -3.20859 -4.13323  0.29
H6 2.54443 -7.94492 -0.71754  0.35
H7 1.64483 -4.39230 0.42952  0.37
H8 5.53721 -6.69729 -0.43195  0.35
H9 -3.10381 -4.19461 -2.88375  0.36
H10 -1.42585 1.66241 -3.90224  0.20
H11 2.10537 -0.68031 3.64756  0.23
H12 5.21037 -3.76432 -1.64608  0.53
H13 4.21145 -4.22646 -3.01976  0.41
H14 -1.05264 -4.83694 -1.95412  0.25
H15 3.38432 -2.72532 -0.48823  0.25
H16 0.92070 -1.14163 2.44802  0.15
H17 3.45576 -7.33797 0.67688  0.38
H18 4.70788 -7.42758 -1.81574  0.38
H19 -1.60578 0.49176 -2.58688  0.27
H20 2.38184 4.23627 -1.64292  0.45
H21 1.68650 -7.09702 0.58812  0.39
H22 3.56127 3.50560 0.91454  0.44
H23 3.25125 -2.19726 -2.18946  0.43

Cartesian forces, eV/Å:
-1.3458 -0.1928 1.7875
-0.1930 0.3185 -0.1809
0.1657 0.0950 -0.0849
-0.0703 -2.7744 -2.1752
-1.1011 -2.8731 -0.5126
0.2340 -1.1253 -0.5623
-0.1176 -0.3545 -0.2366
-0.5989 1.5188 -3.7751
-1.2231 -0.3836 -1.3272
1.4294 -0.4037 3.6252
-0.4615 -0.9409 0.2489
-0.0684 1.2563 -1.6490
0.7154 -0.9490 1.6380
-0.1792 -0.2768 0.1983
0.5064 -0.6879 -0.7429
0.9473 -0.1112 0.8714
0.9531 1.6377 1.9587
-1.4817 -0.3388 -1.5943
1.7018 0.6946 1.6761
-1.0078 0.0371 -0.6986
-0.6981 -0.2600 0.3734
-1.4992 2.4012 -3.7810
-0.2572 0.3481 -0.3192
0.3113 0.1124 -0.0026
-0.0746 2.4951 0.4854
0.2964 -0.1924 -0.1329
-0.3274 -0.1466 0.7727
2.2969 -0.4145 3.4015
1.0674 0.2565 -0.6224
0.1070 0.0151 0.2515
0.2397 0.0630 0.0490
-0.2891 -0.0764 0.1746
-0.1794 -0.2703 0.1960
-0.2848 0.1400 0.2464
0.0014 0.3027 0.2058
-0.1793 -0.0818 -0.2660
-0.1792 0.1403 -0.2818
-0.0679 0.2647 -0.0294
0.1090 -0.4782 0.8644
-0.1392 -0.1475 0.0035
-0.2216 -0.1387 -0.0568
0.1048 -0.0289 0.3006
0.1327 0.3238 -0.2954
-0.1304 -0.0484 -0.3019
0.4987 0.4798 0.1793
-0.3758 0.1029 -0.2485
0.1823 0.3396 0.1176
0.2391 0.7016 -0.1471
-0.0565 0.0047 -0.2821
0.2529 -0.1640 -0.0429
0.2629 -0.0815 0.4668
0.0523 -0.1083 0.2567